Record 1
Here is a molecular structure, C4H5NO2 from the OMol25 dataset. Energies are from ωB97M-V with the def2-TZVPD basis set.

Results
ΔE to the lowest compared entry with this formula, charge and spin in kcal/mol: 127.60
LUMO level (alpha / beta) in eV: 0.892 / 0.893
E in eV: -9808.7817
Kohn-Sham gap (alpha / beta) in eV: 8.740 / 8.741
Maximum force in Eh/bohr: 0.009

Last column: Mulliken charge in e.
Element x y z (Å)
O1 -0.54 -1.36 0.57  -0.326
C1 -1.25 -0.39 0.03  -0.479
C2 -0.41 0.32 -0.94  0.154
C3 0.06 1.06 0.32  -0.662
N1 1.05 0.17 0.99  -0.609
C4 0.87 -0.94 0.19  0.283
O2 0.65 -0.57 -1.18  -0.458
H1 -2.20 -0.11 0.47  0.412
H2 -0.77 0.84 -1.82  0.470
H3 1.26 1.23 0.19  0.353
H4 -0.48 1.80 0.89  0.433
H5 1.55 -1.78 0.28  0.429


Record 2
Here is C4H5NO2 in the gas phase in a non-equilibrium geometry from the OMol25 dataset. Energies are from ωB97M-V with the def2-TZVPD basis set.

Results
ΔE to the lowest compared entry with this formula, charge and spin in kcal/mol: 93.23
LUMO level in eV: 0.390
E in eV: -9810.2721
Kohn-Sham gap in eV: 8.542
Maximum force in Eh/bohr: 0.182

Last column: Mulliken charge in e.
Element x y z (Å)
O1 -1.96 -0.91 -0.07  -0.624
C1 -0.66 -0.57 0.10  0.251
C2 0.38 -1.35 0.19  -0.490
N1 1.59 -0.76 -0.12  -0.041
C3 1.27 0.64 -0.04  -0.714
C4 0.01 0.73 0.03  0.629
O2 -0.41 1.99 -0.08  -0.557
H1 -2.47 0.09 -0.45  0.406
H2 0.63 -2.52 -0.03  0.221
H3 2.49 -1.12 -0.09  0.167
H4 2.04 1.42 0.07  0.349
H5 -0.82 2.01 0.88  0.403


Record 3
Here is C4H5NO2 in the gas phase in a non-equilibrium geometry from the OMol25 dataset. Energies are from ωB97M-V with the def2-TZVPD basis set.

Results
ΔE to the lowest compared entry with this formula, charge and spin in kcal/mol: 32.87
LUMO level in eV: 0.468
E in eV: -9812.8894
Kohn-Sham gap in eV: 8.903
Maximum force in Eh/bohr: 0.061

Last column: Mulliken charge in e.
Element x y z (Å)
C1 0.54 1.16 0.88  -1.200
C2 -0.53 0.12 0.77  -0.172
C3 -0.83 -0.62 -0.32  0.510
O1 -2.03 -1.22 -0.48  -0.507
N1 0.09 -0.95 -1.28  -0.457
C4 1.24 -0.56 -1.44  0.592
O2 2.39 -0.51 -1.23  -0.386
H1 0.36 1.77 1.77  0.337
H2 1.51 0.68 1.01  0.285
H3 0.55 1.83 0.03  0.336
H4 -1.32 0.18 1.51  0.304
H5 -1.96 -1.86 -1.21  0.358


Record 4
Here is C4H5NO2 in the gas phase from the OMol25 dataset. Energies are from ωB97M-V with the def2-TZVPD basis set.

Results
ΔE to the lowest compared entry with this formula, charge and spin in kcal/mol: 65.68
LUMO level in eV: 0.653
E in eV: -9811.4665
Kohn-Sham gap in eV: 9.641
Maximum force in Eh/bohr: 0.012

Last column: Mulliken charge in e.
Element x y z (Å)
N1 -2.61 -0.94 -0.06  -0.483
C1 -1.30 -0.69 -0.04  0.361
C2 -0.11 -0.47 -0.02  -0.695
C3 1.20 0.13 -0.26  0.529
O1 2.25 -0.36 0.55  -0.519
C4 1.10 1.63 0.02  -0.050
O2 0.64 2.43 -0.75  -0.461
H1 -3.18 -0.69 0.73  0.227
H2 -2.95 -1.69 -0.64  0.224
H3 1.44 0.02 -1.33  0.194
H4 2.04 -1.28 0.78  0.339
H5 1.49 1.91 1.02  0.334


Record 5
Here is C4H5NO2 in the gas phase in a non-equilibrium geometry from the OMol25 dataset. Energies are from ωB97M-V with the def2-TZVPD basis set.

Results
ΔE to the lowest compared entry with this formula, charge and spin in kcal/mol: 95.01
LUMO level in eV: 0.834
E in eV: -9810.1948
Kohn-Sham gap in eV: 9.032
Maximum force in Eh/bohr: 0.080

Last column: Mulliken charge in e.
Element x y z (Å)
O1 -2.94 0.22 0.17  -0.540
C1 -1.98 -0.49 -0.17  0.106
N1 -0.71 -0.13 0.06  0.268
C2 -0.19 1.10 -0.02  -0.097
C3 1.15 0.93 -0.13  -0.473
C4 1.46 -0.55 0.09  -0.208
O2 0.20 -1.14 0.01  -0.347
H1 -2.18 -1.67 -0.46  0.287
H2 -0.79 2.13 -0.14  0.319
H3 1.97 1.68 0.12  0.262
H4 1.91 -0.84 1.05  0.199
H5 2.10 -1.22 -0.57  0.223


Record 6
Here is C4H5NO2 in the gas phase in a non-equilibrium geometry from the OMol25 dataset. Energies are from ωB97M-V with the def2-TZVPD basis set.

Results
ΔE to the lowest compared entry with this formula, charge and spin in kcal/mol: 78.47
LUMO level in eV: 0.847
E in eV: -9810.9119
Kohn-Sham gap in eV: 9.861
Maximum force in Eh/bohr: 0.076

Last column: Mulliken charge in e.
Element x y z (Å)
O1 1.34 1.53 0.01  -0.655
C1 0.33 0.83 -0.16  0.236
C2 -1.09 1.07 0.09  -0.017
C3 -1.76 -0.21 0.16  -0.472
C4 -0.91 -1.26 0.03  -0.219
N1 0.34 -0.56 -0.27  0.096
O2 1.48 -1.38 0.13  -0.415
H1 -1.41 1.63 -0.88  0.249
H2 -1.11 1.63 1.00  0.286
H3 -2.87 -0.21 -0.13  0.265
H4 -0.98 -2.31 -0.40  0.309
H5 2.08 -0.68 0.45  0.337


Record 7
Here is 2 unconnected molecules or ions with the total composition C4H5NO2 in a non-equilibrium geometry from the OMol25 dataset. Energies are from ωB97M-V with the def2-TZVPD basis set.

Results
ΔE to the lowest compared entry with this formula, charge and spin in kcal/mol: 150.89
LUMO level in eV: 0.627
E in eV: -9807.7714
Kohn-Sham gap in eV: 9.924
Maximum force in Eh/bohr: 0.021

Last column: Mulliken charge in e.
Element x y z (Å)
C1 0.02 -1.87 -0.52  -0.517
O1 -1.31 -1.35 -0.27  -0.357
C2 -1.33 -0.42 0.64  0.361
N1 -1.22 0.32 1.52  0.463
O2 -1.11 1.19 2.39  -0.697
H1 0.69 -1.05 -0.80  0.208
H2 0.39 -2.37 0.38  0.301
H3 -0.10 -2.58 -1.33  0.220
C3 0.74 2.08 0.04  -0.437
C4 1.24 1.97 -1.05  -0.404
H4 0.28 2.16 1.01  0.486
H5 1.69 1.91 -2.02  0.372


Record 8
Here is C4H5NO2 in the gas phase from the OMol25 dataset. Energies are from ωB97M-V with the def2-TZVPD basis set.

Results
ΔE to the lowest compared entry with this formula, charge and spin in kcal/mol: 34.18
LUMO level in eV: -0.773
E in eV: -9812.8328
Kohn-Sham gap in eV: 8.684
Maximum force in Eh/bohr: 0.019

Last column: Mulliken charge in e.
Element x y z (Å)
H1 -0.08 -2.03 -1.28  0.329
N1 -0.25 -2.48 -0.38  -0.612
C1 -0.55 -1.72 0.56  -0.147
C2 -0.74 -0.22 0.49  0.527
O1 -1.51 0.36 1.22  -0.487
C3 0.09 0.48 -0.58  0.705
C4 0.78 1.71 -0.07  -1.124
O2 0.16 0.05 -1.70  -0.542
H2 -0.75 -2.15 1.54  0.375
H3 1.28 2.23 -0.89  0.310
H4 0.05 2.35 0.41  0.345
H5 1.52 1.42 0.68  0.321


Record 9
Here is a molecular structure, C4H5NO2 from the OMol25 dataset. Energies are from ωB97M-V with the def2-TZVPD basis set.

Results
ΔE to the lowest compared entry with this formula, charge and spin in kcal/mol: 100.11
LUMO level in eV: 0.985
E in eV: -9809.9735
Kohn-Sham gap in eV: 11.070
Maximum force in Eh/bohr: 0.008

Last column: Mulliken charge in e.
Element x y z (Å)
O1 0.14 1.24 1.46  -0.333
C1 -0.18 1.29 0.08  0.034
C2 -0.91 -0.06 0.22  -0.177
C3 -0.20 -1.07 -0.67  -0.689
N1 0.16 -0.22 1.27  -0.336
C4 1.02 -0.43 0.01  0.070
O2 1.03 0.87 -0.55  -0.428
H1 -0.55 2.22 -0.35  0.468
H2 -1.94 -0.10 0.59  0.391
H3 -0.21 -0.91 -1.75  0.289
H4 -0.46 -2.09 -0.41  0.281
H5 2.02 -0.85 0.10  0.430


Record 10
Here is a molecular structure, C4H5NO2 in a non-equilibrium geometry from the OMol25 dataset. Energies are from ωB97M-V with the def2-TZVPD basis set.

Results
ΔE to the lowest compared entry with this formula, charge and spin in kcal/mol: 110.87
LUMO level in eV: 0.634
E in eV: -9809.5072
Kohn-Sham gap in eV: 8.352
Maximum force in Eh/bohr: 0.022

Last column: Mulliken charge in e.
Element x y z (Å)
O1 -1.53 0.63 -2.46  -0.528
C1 -0.96 0.28 -0.70  0.271
N1 -0.12 1.03 -0.01  -0.208
C2 1.07 0.40 0.55  -0.577
C3 0.67 -0.80 1.39  0.134
O2 -0.48 -1.12 1.58  -0.452
C4 -1.39 -0.43 -1.73  -0.205
H1 -0.58 1.66 0.65  0.270
H2 1.60 1.11 1.20  0.335
H3 1.77 0.09 -0.23  0.293
H4 1.50 -1.40 1.82  0.360
H5 -1.56 -1.47 -2.05  0.306


Record 11
Here is C4H5NO2 in the gas phase from the OMol25 dataset. Energies are from ωB97M-V with the def2-TZVPD basis set.

Results
ΔE to the lowest compared entry with this formula, charge and spin in kcal/mol: 44.29
LUMO level in eV: 0.630
E in eV: -9812.3941
Kohn-Sham gap in eV: 10.879
Maximum force in Eh/bohr: 0.010

Last column: Mulliken charge in e.
Element x y z (Å)
O1 -0.83 -2.03 1.58  -0.458
C1 -0.55 -1.01 1.01  -0.168
C2 0.36 -0.90 -0.17  0.087
C3 -0.19 -0.08 -1.30  -0.420
N1 0.85 0.44 -0.47  -0.209
C4 0.55 1.50 0.39  0.016
O2 -0.25 2.37 0.13  -0.476
H1 -0.98 -0.03 1.34  0.367
H2 1.03 -1.73 -0.37  0.354
H3 -1.18 0.35 -1.18  0.270
H4 0.11 -0.33 -2.32  0.227
H5 1.16 1.47 1.31  0.409


Record 12
Here is C4H5NO2 in the gas phase in a non-equilibrium geometry from the OMol25 dataset. Energies are from ωB97M-V with the def2-TZVPD basis set.

Results
ΔE to the lowest compared entry with this formula, charge and spin in kcal/mol: 99.13
LUMO level (alpha / beta) in eV: 0.451 / 0.451
E in eV: -9810.0161
Kohn-Sham gap (alpha / beta) in eV: 8.267 / 8.268
Maximum force in Eh/bohr: 0.116

Last column: Mulliken charge in e.
Element x y z (Å)
C1 1.29 -1.61 0.33  -0.920
C2 0.24 -0.55 -0.13  0.762
C3 0.25 0.39 -1.14  -0.558
O1 -0.67 1.38 -0.90  -0.240
C4 -1.33 1.16 0.19  0.320
O2 -2.03 2.32 0.42  -0.421
N1 -0.63 -0.39 0.84  -0.538
H1 1.43 -1.67 1.42  0.309
H2 1.13 -2.63 -0.04  0.241
H3 2.20 -1.17 -0.06  0.297
H4 0.72 0.47 -2.11  0.387
H5 -2.61 2.31 1.18  0.360


Record 13
Here is C4H5NO2 in the gas phase from the OMol25 dataset. Energies are from ωB97M-V with the def2-TZVPD basis set.

Results
ΔE to the lowest compared entry with this formula, charge and spin in kcal/mol: 35.86
LUMO level in eV: 0.459
E in eV: -9812.7598
Kohn-Sham gap in eV: 9.926
Maximum force in Eh/bohr: 0.018

Last column: Mulliken charge in e.
Element x y z (Å)
O1 -1.37 -1.17 1.05  -0.452
C1 -1.53 -0.44 0.09  -0.132
C2 -0.37 0.24 -0.64  0.246
C3 0.48 1.05 0.34  -0.569
N1 1.41 0.04 0.87  -0.464
C4 1.33 -0.93 0.06  0.072
O2 0.52 -0.81 -1.03  -0.413
H1 -2.53 -0.24 -0.30  0.376
H2 -0.73 0.78 -1.51  0.347
H3 1.07 1.84 -0.16  0.296
H4 -0.13 1.53 1.12  0.310
H5 1.85 -1.88 0.11  0.382


Record 14
Here is C4H5NO2 in the gas phase in a non-equilibrium geometry from the OMol25 dataset. Energies are from ωB97M-V with the def2-TZVPD basis set.

Results
ΔE to the lowest compared entry with this formula, charge and spin in kcal/mol: 109.58
LUMO level in eV: 0.913
E in eV: -9809.5632
Kohn-Sham gap in eV: 9.459
Maximum force in Eh/bohr: 0.159

Last column: Mulliken charge in e.
Element x y z (Å)
O1 1.39 2.05 0.32  -0.368
N1 0.83 1.59 -0.89  -0.564
C1 0.35 0.40 -0.60  0.579
C2 0.06 -0.01 0.79  -0.389
C3 -0.66 -1.37 0.44  -0.385
C4 -0.89 -1.47 -0.93  -0.363
O2 -0.34 -0.37 -1.53  -0.347
H1 1.30 3.02 -0.11  0.421
H2 0.82 -0.50 1.51  0.251
H3 -0.58 0.56 1.29  0.401
H4 -1.07 -1.73 1.37  0.350
H5 -1.21 -2.18 -1.66  0.417


Record 15
Here is a molecular structure, C4H5NO2 from the OMol25 dataset. Energies are from ωB97M-V with the def2-TZVPD basis set.

Results
ΔE to the lowest compared entry with this formula, charge and spin in kcal/mol: 104.11
LUMO level in eV: 0.427
E in eV: -9809.8001
Kohn-Sham gap in eV: 8.982
Maximum force in Eh/bohr: 0.011

Last column: Mulliken charge in e.
Element x y z (Å)
O1 1.02 2.37 0.59  -0.525
C1 0.44 1.29 0.29  0.722
N1 1.04 0.13 -0.06  -0.154
C2 0.34 -1.02 -0.58  -0.469
C3 -0.96 -1.33 0.15  0.008
O2 -1.20 -1.00 1.28  -0.410
C4 -0.75 1.86 0.69  -0.549
H1 1.98 0.03 0.28  0.269
H2 0.99 -1.90 -0.45  0.329
H3 0.15 -0.93 -1.66  0.265
H4 -1.69 -1.91 -0.45  0.331
H5 -1.30 2.45 -0.04  0.182


Record 16
Here is C4H5NO2 in the gas phase from the OMol25 dataset. Energies are from ωB97M-V with the def2-TZVPD basis set.

Results
ΔE to the lowest compared entry with this formula, charge and spin in kcal/mol: 51.13
LUMO level in eV: -0.393
E in eV: -9812.0975
Kohn-Sham gap in eV: 9.675
Maximum force in Eh/bohr: 0.012

Last column: Mulliken charge in e.
Element x y z (Å)
O1 0.11 2.07 1.99  -0.412
C1 -0.79 1.71 1.28  -0.094
C2 -0.71 0.50 0.35  0.647
O2 -1.74 -0.04 0.01  -0.506
N1 0.60 0.12 -0.04  -0.325
C3 0.64 -0.58 -1.35  -0.275
C4 0.77 -1.35 -0.11  -0.314
H1 -1.78 2.22 1.24  0.336
H2 1.51 -0.34 -1.95  0.231
H3 -0.30 -0.65 -1.89  0.242
H4 -0.09 -1.96 0.18  0.240
H5 1.74 -1.70 0.23  0.231


Record 17
Here is C4H5NO2 in the gas phase in a non-equilibrium geometry from the OMol25 dataset. Energies are from ωB97M-V with the def2-TZVPD basis set.

Results
ΔE to the lowest compared entry with this formula, charge and spin in kcal/mol: 26.65
LUMO level in eV: 0.714
E in eV: -9813.1593
Kohn-Sham gap in eV: 9.707
Maximum force in Eh/bohr: 0.076

Last column: Mulliken charge in e.
Element x y z (Å)
C1 1.41 0.64 -1.93  -0.920
C2 0.65 0.20 -0.94  0.454
C3 1.22 -0.46 0.26  -0.342
O1 0.15 -0.68 1.25  -0.306
C4 -0.97 -0.16 0.76  0.435
O2 -2.01 0.04 1.28  -0.509
N1 -0.67 0.44 -0.57  -0.188
H1 2.36 0.08 -1.90  0.229
H2 1.15 1.25 -2.83  0.290
H3 1.95 0.41 0.64  0.244
H4 1.63 -1.46 0.10  0.322
H5 -1.52 0.49 -1.19  0.290


Record 18
Here is C4H5NO2 in the gas phase from the OMol25 dataset. Energies are from ωB97M-V with the def2-TZVPD basis set.

Results
ΔE to the lowest compared entry with this formula, charge and spin in kcal/mol: 161.25
LUMO level in eV: -0.350
E in eV: -9807.3226
Kohn-Sham gap in eV: 8.435
Maximum force in Eh/bohr: 0.010

Last column: Mulliken charge in e.
Element x y z (Å)
C1 -0.50 -1.88 -0.65  -0.623
O1 -0.31 -0.58 -1.19  -0.329
C2 0.10 0.37 -0.34  0.522
N1 0.12 0.09 1.07  -0.199
O2 0.25 1.27 1.61  -0.158
C3 0.26 2.26 0.60  -0.064
C4 0.18 1.78 -0.67  -0.747
H1 0.42 -2.27 -0.20  0.305
H2 -1.29 -1.87 0.11  0.291
H3 -0.79 -2.51 -1.49  0.225
H4 0.35 3.24 1.04  0.417
H5 1.22 0.09 0.12  0.361


Record 19
Here is 2 unconnected molecules or ions with the total composition C4H5NO2S in a non-equilibrium geometry from the OMol25 dataset. Energies are from ωB97M-V with the def2-TZVPD basis set.

Results
ΔE to the lowest compared entry with this formula, charge and spin in kcal/mol: 65.09
LUMO level in eV: 0.274
E in eV: -20647.3569
Kohn-Sham gap in eV: 10.132
Maximum force in Eh/bohr: 0.087

Last column: Mulliken charge in e.
Element x y z (Å)
C1 -0.35 -0.53 1.89  -0.675
C2 -1.05 -0.12 0.87  0.438
S1 -1.33 1.55 0.11  -0.177
C3 -1.55 -1.11 -0.04  -0.049
N1 -2.13 -1.85 -0.66  -0.369
H1 -0.40 -1.57 2.16  0.313
H2 -0.07 0.23 2.60  0.311
H3 -2.13 0.90 -0.69  0.185
O1 2.89 1.00 -1.63  -0.522
C4 1.93 0.74 -0.99  0.368
O2 1.06 -0.10 -1.41  -0.301
H4 1.61 1.17 0.05  0.185
H5 1.50 -0.31 -2.26  0.292


Record 20
Here is C4H5NO2S in the gas phase in a non-equilibrium geometry from the OMol25 dataset. Energies are from ωB97M-V with the def2-TZVPD basis set.

Results
ΔE to the lowest compared entry with this formula, charge and spin in kcal/mol: 110.36
LUMO level (alpha / beta) in eV: 0.318 / 0.319
E in eV: -20645.3938
Kohn-Sham gap (alpha / beta) in eV: 8.417 / 8.417
Maximum force in Eh/bohr: 0.118

Last column: Mulliken charge in e.
Element x y z (Å)
C1 2.09 0.01 -0.02  -1.023
C2 0.55 -0.20 -0.06  0.179
C3 0.02 -1.42 -0.05  -0.329
S1 -1.67 -1.47 0.04  -0.042
N1 -1.82 0.16 -0.13  -0.070
O1 -2.92 0.83 0.43  -0.366
C4 -0.26 0.95 0.17  0.529
O2 -0.23 2.10 0.34  -0.447
H1 2.04 0.62 0.88  0.282
H2 2.49 0.67 -0.89  0.243
H3 2.62 -0.94 -0.24  0.338
H4 0.53 -2.32 -0.23  0.382
H5 -3.44 1.01 -0.26  0.324